Entry 1:
{
  "formula": "C4H10O",
  "method": "ωB97M-V/def2-TZVPD",
  "symbols": ["C", "C", "C", "C", "O", "H", "H", "H", "H", "H", "H", "H", "H", "H", "H"],
  "xyz": [[-0.791, 0.682, -1.908], [-0.011, 0.855, -0.636], [0.901, -0.003, -0.176], [1.653, 0.137, 1.115], [-1.123, -1.599, 1.457], [-0.646, -0.318, -2.330], [-0.489, 1.416, -2.664], [-1.864, 0.824, -1.733], [-0.219, 1.755, -0.054], [-0.944, -0.807, 0.930], [1.117, -0.898, -0.766], [2.728, 0.261, 0.941], [1.296, 0.999, 1.689], [1.512, -0.757, 1.732], [-0.888, -2.318, 0.859]],
  "nbo_charge": [-0.6428, -0.2021, -0.1941, -0.6487, -0.9456, 0.2099, 0.2193, 0.2180, 0.1948, 0.4782, 0.1898, 0.2171, 0.2122, 0.2311, 0.4630],
  "smiles": "C/C=C/C.O",
  "homo_ev": -9.53,
  "homo_lumo_gap_ha": 0.38853
}


Entry 2:
{
  "formula": "C4H10O",
  "method": "ωB97M-V/def2-TZVPD",
  "symbols": ["C", "C", "C", "C", "O", "H", "H", "H", "H", "H", "H", "H", "H", "H", "H"],
  "xyz": [[-2.221, 0.054, -0.167], [-0.831, 0.650, 0.095], [0.262, -0.423, 0.165], [2.002, 0.229, -0.047], [2.866, -0.798, -0.381], [-2.227, -0.515, -1.103], [-2.522, -0.628, 0.637], [-2.987, 0.835, -0.246], [-0.586, 1.354, -0.708], [-0.872, 1.248, 1.020], [0.303, -1.070, -0.690], [0.122, -1.041, 1.080], [1.827, 0.855, -0.911], [1.462, 0.310, 0.881], [3.401, -1.061, 0.375]],
  "nbo_charge": [-0.5958, -0.4212, -0.4496, -0.1429, -0.7092, 0.2048, 0.2023, 0.2089, 0.1992, 0.1978, 0.2122, 0.1915, 0.1785, 0.2465, 0.4772],
  "smiles": "CCCCO",
  "homo_ev": -8.19,
  "homo_lumo_gap_ha": 0.33939
}


Entry 3:
{
  "formula": "C4H10O",
  "method": "ωB97M-V/def2-TZVPD",
  "symbols": ["C", "C", "C", "C", "O", "H", "H", "H", "H", "H", "H", "H", "H", "H", "H"],
  "xyz": [[-0.416, -1.516, -1.234], [-0.740, -0.073, -0.958], [0.247, 0.808, -0.483], [0.102, 0.630, 1.811], [1.537, 0.471, -0.545], [0.284, -1.894, -0.480], [0.052, -1.683, -2.215], [-1.320, -2.132, -1.191], [-1.616, 0.385, -1.405], [-0.630, 0.160, 0.409], [0.004, 1.865, -0.401], [-0.860, 0.744, 2.331], [0.598, -0.276, 2.186], [0.717, 1.505, 2.090], [2.042, 1.005, 0.085]],
  "nbo_charge": [-0.6246, -0.5376, 0.3091, -1.0700, -0.6568, 0.2196, 0.2128, 0.2148, 0.2313, 0.4121, 0.2046, 0.2021, 0.1976, 0.1896, 0.4955],
  "homo_ev": -6.89,
  "homo_lumo_gap_ha": 0.27813
}


Entry 4:
{
  "formula": "C4H10O",
  "method": "ωB97M-V/def2-TZVPD",
  "symbols": ["C", "C", "C", "C", "O", "H", "H", "H", "H", "H", "H", "H", "H", "H", "H"],
  "xyz": [[1.650, 1.373, 0.531], [0.216, -1.840, -0.567], [-0.658, -0.857, -0.768], [-1.889, -0.616, 0.053], [0.300, 1.774, 0.406], [2.104, 1.725, 1.469], [2.267, 1.721, -0.310], [1.653, 0.281, 0.528], [1.097, -1.957, -1.194], [0.084, -2.563, 0.236], [-0.478, -0.144, -1.573], [-2.795, -0.718, -0.556], [-1.956, -1.320, 0.889], [-1.869, 0.403, 0.455], [0.273, 2.737, 0.403]],
  "nbo_charge": [-0.2535, -0.4350, -0.1462, -0.6541, -0.7251, 0.1602, 0.1589, 0.1968, 0.1961, 0.1881, 0.1956, 0.2132, 0.2056, 0.2342, 0.4651],
  "smiles": "C=CC.CO",
  "homo_ev": -9.36,
  "homo_lumo_gap_ha": 0.37742
}


Entry 5:
{
  "formula": "C4H10O",
  "method": "ωB97M-V/def2-TZVPD",
  "symbols": ["C", "O", "C", "C", "C", "H", "H", "H", "H", "H", "H", "H", "H", "H", "H"],
  "xyz": [[-1.006, 1.865, -0.350], [0.266, 1.204, -0.418], [0.294, 0.143, -1.186], [1.684, -0.423, -1.099], [-0.678, -1.417, 1.477], [-0.833, 2.808, 0.168], [-1.703, 1.244, 0.217], [-1.394, 2.032, -1.355], [-0.936, -1.348, 0.417], [2.358, 0.075, -0.388], [2.109, -0.372, -2.110], [1.610, -1.491, -0.863], [-0.273, -2.408, 1.692], [-1.570, -1.251, 2.085], [0.073, -0.660, 1.714]],
  "nbo_charge": [-0.2511, -0.5100, 0.2610, -0.7739, -0.8626, 0.1911, 0.1945, 0.2003, 0.2222, 0.2046, 0.2445, 0.2405, 0.2146, 0.2124, 0.2119],
  "homo_ev": -8.41,
  "homo_lumo_gap_ha": 0.34921
}


Entry 6:
{
  "formula": "C4H10O2",
  "method": "ωB97M-V/def2-TZVPD",
  "symbols": ["C", "C", "C", "C", "H", "H", "H", "H", "H", "H", "H", "H", "O", "H", "H", "O"],
  "xyz": [[0.451, -0.161, 2.198], [0.928, -0.002, 0.975], [1.223, 1.315, 0.378], [1.563, 1.387, -0.896], [0.229, 0.658, 2.885], [0.362, -1.137, 2.643], [1.018, -0.803, 0.268], [1.303, 2.144, 1.059], [1.978, 2.290, -1.347], [1.524, 0.609, -1.656], [-0.950, -2.563, -1.344], [-0.733, -3.668, -0.341], [-0.275, -2.917, -0.747], [-2.055, 1.295, -0.710], [-3.304, 1.641, -1.354], [-2.721, 0.870, -1.270]],
  "nbo_charge": [-0.3790, -0.2184, -0.2309, -0.3727, 0.1870, 0.1982, 0.2196, 0.2036, 0.1922, 0.1983, 0.4731, 0.4685, -0.9393, 0.4683, 0.4619, -0.9304],
  "smiles": "C=CC=C.O.O",
  "homo_ev": -8.89,
  "homo_lumo_gap_ha": 0.35676
}


Entry 7:
{
  "formula": "C4H10O2",
  "method": "ωB97M-V/def2-TZVPD",
  "symbols": ["C", "O", "C", "C", "O", "C", "H", "H", "H", "H", "H", "H", "H", "H", "H", "H"],
  "xyz": [[-0.033, 2.460, -1.701], [-0.614, 1.350, -1.068], [0.261, 0.752, -0.142], [-0.446, -0.455, 0.473], [0.481, -1.527, 0.525], [0.006, -2.702, 1.018], [-0.747, 2.824, -2.443], [0.184, 3.268, -0.984], [0.906, 2.189, -2.210], [1.178, 0.400, -0.641], [0.560, 1.483, 0.627], [-0.798, -0.249, 1.493], [-1.304, -0.725, -0.152], [0.305, -2.800, 2.482], [-0.642, -2.772, 1.946], [0.703, -3.495, 0.776]],
  "nbo_charge": [-0.2474, -0.5334, -0.0820, -0.0789, -0.5278, -0.2489, 0.1952, 0.1640, 0.1652, 0.1793, 0.1638, 0.1679, 0.1950, 0.0603, 0.2218, 0.2058],
  "homo_ev": -8.55,
  "homo_lumo_gap_ha": 0.34808
}


Entry 8:
{
  "formula": "C4H10O2",
  "method": "ωB97M-V/def2-TZVPD",
  "symbols": ["C", "O", "C", "C", "C", "O", "H", "H", "H", "H", "H", "H", "H", "H", "H", "H"],
  "xyz": [[2.523, -0.426, -0.384], [1.538, 0.413, 0.168], [0.274, 0.123, -0.387], [-0.874, 0.295, 0.578], [-2.130, 0.897, -0.019], [-1.238, -1.192, 0.822], [2.273, -1.485, -0.217], [2.632, -0.270, -1.468], [3.475, -0.197, 0.102], [-0.024, -0.978, -0.336], [0.163, 0.592, -1.384], [-0.572, 0.731, 1.533], [-2.968, 0.637, 0.627], [-2.310, 0.471, -1.013], [-2.088, 1.989, -0.126], [-0.674, -1.602, 1.503]],
  "nbo_charge": [-0.2427, -0.5410, -0.1548, 0.0757, -0.6287, -0.7754, 0.1644, 0.1642, 0.1905, 0.2413, 0.1720, 0.1995, 0.2275, 0.2140, 0.2200, 0.4735],
  "smiles": "COC[C@@H](C)O",
  "homo_ev": -9.54,
  "homo_lumo_gap_ha": 0.38669
}


Entry 9:
{
  "formula": "C4H10O2",
  "method": "ωB97M-V/def2-TZVPD",
  "symbols": ["C", "O", "C", "C", "C", "O", "H", "H", "H", "H", "H", "H", "H", "H", "H", "H"],
  "xyz": [[-1.820, -1.678, -0.721], [-0.477, -1.771, -0.282], [0.531, 0.041, -0.667], [1.035, 0.509, 0.630], [1.235, 2.013, 0.758], [-0.109, 0.054, 1.264], [-2.299, -0.776, -0.322], [-1.832, -1.643, -1.816], [-2.387, -2.558, -0.397], [-0.297, 0.604, -1.088], [1.055, -0.638, -1.331], [1.959, -0.020, 0.926], [1.341, 2.252, 1.821], [0.354, 2.542, 0.381], [2.127, 2.363, 0.225], [-0.416, -1.294, 0.620]],
  "nbo_charge": [-0.2637, -0.6926, 0.0637, -0.0055, -0.6186, -0.7507, 0.1842, 0.1755, 0.1860, 0.1989, 0.2055, 0.1574, 0.2272, 0.2073, 0.2039, 0.5214],
  "homo_ev": [-8.92, -8.92],
  "homo_lumo_gap_ha": [0.32003, 0.32006]
}


Entry 10:
{
  "formula": "C4H10O2",
  "method": "ωB97M-V/def2-TZVPD",
  "symbols": ["C", "O", "C", "H", "H", "H", "H", "H", "H", "C", "C", "O", "H", "H", "H", "H"],
  "xyz": [[1.844, -0.815, -0.097], [1.587, 0.566, -0.367], [2.075, -1.052, 1.386], [2.729, -1.177, -0.615], [0.959, -1.294, -0.496], [1.593, 1.124, 0.417], [2.931, -0.458, 1.700], [2.206, -2.107, 1.595], [1.201, -0.704, 1.939], [-2.174, 1.615, -0.713], [-2.425, 0.345, -0.413], [-1.449, -0.543, -0.024], [-3.093, 2.190, -0.816], [-1.308, 1.951, -1.261], [-3.344, -0.227, -0.417], [-0.627, -0.038, 0.059]],
  "nbo_charge": [-0.0633, -0.7453, -0.6382, 0.1687, 0.1777, 0.4723, 0.2077, 0.2240, 0.2024, -0.5898, 0.1823, -0.6948, 0.2067, 0.2249, 0.1832, 0.4818],
  "smiles": "C=CO.CCO",
  "homo_ev": -8.88,
  "homo_lumo_gap_ha": 0.36121
}


Entry 11:
{
  "formula": "C4H10O2",
  "method": "ωB97M-V/def2-TZVPD",
  "symbols": ["C", "O", "C", "C", "C", "O", "H", "H", "H", "H", "H", "H", "H", "H", "H", "H"],
  "xyz": [[-1.378, 0.411, -0.561], [-2.476, -0.382, -1.018], [-0.275, -0.523, -0.139], [1.055, 0.150, 0.091], [2.110, -0.889, 0.517], [0.831, 1.153, 1.075], [-1.675, 1.107, 0.226], [-0.999, 1.024, -1.390], [-3.292, 0.128, -0.916], [-0.163, -1.336, -0.854], [-0.567, -1.074, 0.776], [1.430, 0.584, -0.854], [3.042, -0.394, 0.794], [2.230, -1.583, -0.316], [1.768, -1.444, 1.391], [1.631, 1.677, 1.199]],
  "nbo_charge": [-0.0553, -0.7272, -0.4368, 0.1050, -0.6241, -0.7291, 0.1779, 0.1498, 0.4695, 0.2176, 0.2069, 0.1509, 0.2041, 0.2122, 0.2095, 0.4692],
  "smiles": "C[C@H](O)CCO",
  "homo_ev": -10.16,
  "homo_lumo_gap_ha": 0.40596
}


Entry 12:
{
  "formula": "C4H10O2",
  "method": "ωB97M-V/def2-TZVPD",
  "symbols": ["C", "C", "C", "C", "H", "H", "H", "H", "H", "H", "H", "H", "H", "H", "O", "O"],
  "xyz": [[1.292, -1.047, 0.817], [0.725, -0.301, -0.430], [-0.783, 0.167, -0.397], [-1.037, 1.133, 0.788], [2.466, -1.112, 0.690], [1.007, -0.356, 1.708], [0.655, -1.972, 0.946], [0.860, -0.986, -1.347], [1.529, 1.191, -1.417], [-0.999, 0.658, -1.372], [-0.261, 1.961, 0.576], [-2.044, 1.611, 0.811], [-0.895, 0.741, 1.813], [-1.799, -1.363, -1.152], [1.547, 0.877, -0.475], [-1.759, -0.887, -0.266]],
  "nbo_charge": [-0.6480, 0.0785, 0.0811, -0.6505, 0.2376, 0.2153, 0.2258, 0.1535, 0.4687, 0.1571, 0.2309, 0.2218, 0.2177, 0.4639, -0.7283, -0.7250],
  "smiles": "C[C@H](O)[C@H](C)O",
  "homo_ev": -9.86,
  "homo_lumo_gap_ha": 0.38724
}


Entry 13:
{
  "formula": "C4H10O2",
  "method": "ωB97M-V/def2-TZVPD",
  "symbols": ["C", "C", "O", "C", "C", "O", "H", "H", "H", "H", "H", "H", "H", "H", "H", "H"],
  "xyz": [[1.768, -0.867, -0.729], [0.812, -0.141, 0.182], [0.904, -0.270, 1.392], [-0.149, 0.870, -0.413], [-1.446, 1.044, 0.432], [-1.678, -0.001, 1.349], [2.105, -1.785, -0.245], [1.365, -1.083, -1.723], [2.634, -0.206, -0.843], [-0.662, -1.627, -0.279], [-0.815, -0.130, 1.796], [-0.364, 0.636, -1.461], [0.414, 1.813, -0.407], [-2.317, 1.079, -0.230], [-1.410, 1.993, 0.976], [-1.159, -1.327, 0.204]],
  "nbo_charge": [-0.7262, 0.6466, -0.6113, -0.5587, -0.0617, -0.7241, 0.2444, 0.2270, 0.2441, -0.0802, 0.4942, 0.2236, 0.2434, 0.1873, 0.1707, 0.0808],
  "smiles": "CC(=O)CCO.[H][H]",
  "homo_ev": -9.96,
  "homo_lumo_gap_ha": 0.39982
}


Entry 14:
{
  "formula": "C4H10O2",
  "method": "ωB97M-V/def2-TZVPD",
  "symbols": ["C", "C", "C", "O", "C", "O", "H", "H", "H", "H", "H", "H", "H", "H", "H", "H"],
  "xyz": [[-1.677, -0.553, 0.023], [-0.249, 0.007, 0.023], [0.883, -0.737, -0.721], [1.428, 0.205, -1.678], [0.165, 0.650, 1.356], [1.495, 1.125, 1.305], [-1.906, -1.005, -0.949], [-1.916, -1.289, 0.802], [-2.378, 0.282, 0.148], [-0.267, 0.840, -0.685], [0.521, -1.657, -1.201], [1.738, -0.986, -0.084], [0.974, 0.174, -2.537], [-0.549, 1.470, 1.555], [0.110, -0.020, 2.226], [1.628, 1.494, 0.419]],
  "nbo_charge": [-0.6069, -0.2885, -0.0744, -0.7513, -0.0483, -0.7178, 0.2089, 0.2076, 0.2135, 0.2075, 0.1727, 0.2018, 0.4730, 0.1571, 0.1729, 0.4722],
  "smiles": "CC(CO)CO",
  "homo_ev": -10.04,
  "homo_lumo_gap_ha": 0.40026
}


Entry 15:
{
  "formula": "C4H10O2",
  "method": "ωB97M-V/def2-TZVPD",
  "symbols": ["C", "O", "C", "C", "C", "O", "H", "H", "H", "H", "H", "H", "H", "H", "H", "H"],
  "xyz": [[2.195, 0.000, -0.127], [1.328, -0.913, -0.766], [-0.032, -0.526, -0.957], [-0.701, -0.118, 0.367], [-1.719, 1.011, 0.315], [-1.310, -1.223, 1.014], [2.957, -0.593, 0.388], [2.683, 0.701, -0.818], [1.693, 0.599, 0.637], [-0.514, -1.434, -1.340], [-0.134, 0.251, -1.732], [0.108, 0.259, 0.997], [-1.799, 1.447, 1.316], [-2.712, 0.662, 0.018], [-1.394, 1.802, -0.369], [-0.648, -1.926, 1.057]],
  "nbo_charge": [-0.2520, -0.5446, -0.0897, 0.0619, -0.6220, -0.7161, 0.1919, 0.1699, 0.1615, 0.2005, 0.1673, 0.1577, 0.2164, 0.2197, 0.2087, 0.4691],
  "smiles": "COC[C@@H](C)O",
  "homo_ev": -9.65,
  "homo_lumo_gap_ha": 0.38804
}


For the records above, the corresponding energy above the lowest of the compared OMol25 structures with the same formula, charge and spin values read 15.2; 73.8; 117.0; 31.6; 70.9; 45.9; 116.3; 52.5; 99.8; 48.0; 17.4; 33.9; 46.9; 29.1; 33.7 kcal/mol.